1.
{
  "formula": "C3H4F2S2",
  "method": "the ωB97M-V functional and the def2-TZVPD basis",
  "e_lumo_ev": -0.8,
  "gap_ev": 8.3,
  "spin_multiplicity": 1,
  "homo_energy_ev": -9.140,
  "charge": 0,
  "fmax_ha_per_bohr": 0.103,
  "e_above_lowest_ev": 3.527,
  "symbols": ["C", "C", "C", "H", "H", "H", "H", "F", "F", "S", "S"],
  "coordinates": [[1.931, 0.930, 0.099], [-0.575, 0.093, 0.075], [0.145, -1.215, -0.146], [2.808, 1.560, 0.713], [1.984, -0.305, 0.690], [2.039, 0.919, -1.069], [-0.697, -1.976, -0.340], [1.136, -1.164, -1.179], [0.833, -1.319, 1.214], [0.163, 1.498, -0.008], [-2.217, -0.041, -0.022]]
}

---

2.
{
  "formula": "C5H4N2O",
  "method": "the ωB97M-V functional and the def2-TZVPD basis",
  "e_lumo_ev": -0.5,
  "gap_ev": 8.9,
  "spin_multiplicity": 1,
  "homo_energy_ev": -9.412,
  "smiles": "[H]/N=C1\\N=CC(=C)C1=O",
  "charge": 0,
  "fmax_ha_per_bohr": 0.161,
  "e_above_lowest_ev": 2.741,
  "symbols": ["H", "N", "C", "N", "C", "C", "C", "C", "O", "H", "H", "H"],
  "coordinates": [[-3.255, -0.087, -0.211], [-2.273, 0.496, -0.146], [-1.222, -0.139, -0.062], [-0.867, -1.535, 0.186], [0.448, -1.550, 0.060], [1.133, -0.184, -0.130], [2.334, 0.041, -0.143], [0.113, 0.793, -0.124], [0.217, 1.942, 0.267], [1.091, -2.401, 0.304], [3.043, -0.658, -0.102], [2.521, 1.117, -0.008]]
}

---

3.
{
  "formula": "C25H61BrO9S",
  "method": "the ωB97M-V functional and the def2-TZVPD basis",
  "e_lumo_ev": 0.7,
  "gap_ev": 10.4,
  "spin_multiplicity": 1,
  "homo_energy_ev": -9.747,
  "smiles": "O=S1(=O)CCC[C@H](CCCBr)O1.CC(C)O.CC(C)O.CC(C)O.CC(C)O.CC(C)O.CC(C)O",
  "charge": 0,
  "fmax_ha_per_bohr": 0.005,
  "e_above_lowest_ev": 0.116,
  "symbols": ["O", "S", "O", "C", "C", "C", "C", "C", "C", "C", "Br", "O", "H", "H", "H", "H", "H", "H", "H", "H", "H", "H", "H", "H", "H", "C", "C", "C", "O", "H", "H", "H", "H", "H", "H", "H", "H", "C", "C", "C", "O", "H", "H", "H", "H", "H", "H", "H", "H", "C", "C", "C", "O", "H", "H", "H", "H", "H", "H", "H", "H", "C", "C", "C", "O", "H", "H", "H", "H", "H", "H", "H", "H", "C", "C", "C", "O", "H", "H", "H", "H", "H", "H", "H", "H", "C", "C", "C", "O", "H", "H", "H", "H", "H", "H", "H", "H"],
  "coordinates": [[0.988, 1.609, -1.189], [-0.337, 2.134, -1.363], [-1.369, 1.799, -0.438], [-0.855, 1.773, -3.026], [-1.397, 2.985, -3.795], [-0.636, 4.324, -3.663], [0.311, 4.448, -2.460], [1.799, 4.141, -2.676], [2.185, 3.257, -3.871], [3.353, 2.344, -3.571], [4.968, 3.337, -3.155], [-0.286, 3.713, -1.344], [-0.015, 1.279, -3.507], [-1.658, 1.044, -2.897], [-1.449, 2.689, -4.844], [-2.425, 3.106, -3.463], [-0.072, 4.549, -4.571], [-1.385, 5.109, -3.567], [0.252, 5.469, -2.090], [2.310, 5.100, -2.772], [2.180, 3.694, -1.757], [2.422, 3.877, -4.739], [1.352, 2.614, -4.165], [3.154, 1.719, -2.704], [3.605, 1.712, -4.419], [-6.585, 0.854, -3.141], [-5.086, 0.684, -2.965], [-4.731, 0.043, -1.637], [-4.412, 1.939, -3.122], [-6.985, 1.495, -2.351], [-6.812, 1.311, -4.104], [-7.095, -0.109, -3.078], [-4.695, 0.073, -3.783], [-5.085, 0.664, -0.809], [-3.651, -0.064, -1.532], [-5.195, -0.936, -1.524], [-4.701, 2.511, -2.400], [-4.325, -1.796, 2.688], [-5.683, -2.159, 2.115], [-6.217, -3.453, 2.698], [-5.632, -2.249, 0.690], [-3.604, -2.587, 2.463], [-3.958, -0.867, 2.251], [-4.373, -1.692, 3.772], [-6.388, -1.347, 2.310], [-5.537, -4.270, 2.441], [-7.198, -3.685, 2.281], [-6.299, -3.406, 3.785], [-5.026, -2.971, 0.472], [-2.414, -0.687, 7.145], [-3.873, -1.083, 6.994], [-4.564, -1.264, 8.335], [-4.002, -2.256, 6.190], [-1.867, -1.466, 7.685], [-1.950, -0.556, 6.168], [-2.316, 0.243, 7.707], [-4.396, -0.313, 6.421], [-4.073, -2.058, 8.907], [-5.609, -1.539, 8.194], [-4.519, -0.348, 8.926], [-3.553, -2.981, 6.641], [-5.987, -7.211, -1.157], [-5.639, -5.738, -1.032], [-5.236, -5.126, -2.363], [-4.620, -5.539, -0.050], [-5.123, -7.774, -1.522], [-6.279, -7.619, -0.190], [-6.807, -7.361, -1.862], [-6.498, -5.195, -0.632], [-4.351, -5.632, -2.760], [-5.002, -4.068, -2.242], [-6.036, -5.223, -3.097], [-3.821, -5.993, -0.341], [7.540, 0.121, 0.280], [6.613, 1.056, -0.479], [5.816, 1.951, 0.454], [5.745, 0.321, -1.343], [6.960, -0.536, 0.936], [8.105, -0.502, -0.414], [8.239, 0.689, 0.896], [7.206, 1.676, -1.156], [5.178, 1.342, 1.102], [5.177, 2.622, -0.119], [6.474, 2.545, 1.089], [5.187, -0.237, -0.787], [11.342, 1.617, -0.702], [11.643, 2.100, 0.707], [12.993, 1.614, 1.206], [10.600, 1.723, 1.605], [11.320, 0.523, -0.729], [10.372, 1.986, -1.035], [12.105, 1.954, -1.405], [11.624, 3.192, 0.725], [13.016, 0.521, 1.228], [13.184, 1.982, 2.214], [13.798, 1.953, 0.552], [10.570, 0.759, 1.636]]
}